A gas-phase ion, C2H6N (charge +1), computed with ωB97M-V with the def2-TZVPD basis set.

Summary:
relative energy (zero: lowest compared OMol25 entry of this formula, charge and spin)	137.2	kJ/mol
HOMO	-18.6	eV
F_max	4.422	eV/A
spin multiplicity	1
total charge	+1
Kohn-Sham gap	14.7273	eV
E	-134.2193	hartree

Cartesian coordinates (Å):
C  -0.217  0.427  -0.691
C  0.687  -0.600  -0.128
N  -0.349  0.041  0.739
H  0.122  1.650  -0.881
H  -1.053  0.057  -1.279
H  0.358  -1.577  -0.331
H  1.856  -0.471  0.143
H  -0.047  0.683  1.458
H  -1.357  -0.210  0.969

2 unconnected molecules or ions with the total composition C2H3BF2O, computed with ωB97M-V with the def2-TZVPD basis set.

Summary:
relative energy (zero: lowest compared OMol25 entry of this formula, charge and spin)	488.1	kJ/mol
HOMO	-9.8	eV
F_max	4.706	eV/A
spin multiplicity	1
Kohn-Sham gap	8.6192	eV
E	-377.6933	hartree

Cartesian coordinates (Å):
B  1.026  1.371  0.071
C  -0.656  -0.999  0.668
C  -0.253  -0.542  -0.683
O  -0.291  -1.912  1.351
F  -1.719  -0.141  0.996
F  0.572  -1.334  -1.373
H  0.328  2.323  0.084
H  2.126  1.429  0.125
H  -1.132  -0.194  -1.239

A molecular structure, C46H38FN6O4PRuS, computed with ωB97M-V with the def2-TZVPD basis set.

Summary:
relative energy (zero: lowest compared OMol25 entry of this formula, charge and spin)	28.5	kJ/mol
HOMO (alpha / beta)	-10.0 / -9.9	eV
F_max	1.726	eV/A
spin multiplicity	2
total charge	+1
Kohn-Sham gap (alpha / beta)	7.1156 / 6.5314	eV
E	-3339.3994	hartree
expectation value of S²	0.757

Cartesian coordinates (Å):
Ru  0.969  -0.750  -0.643
N  2.821  -2.330  2.977
C  2.101  -1.813  1.976
S  2.778  -1.902  0.388
N  0.914  -1.323  2.299
N  0.250  -0.789  1.258
C  -0.984  -0.469  1.419
C  -1.704  -0.557  2.715
C  -2.960  -1.161  2.754
C  -3.673  -1.237  3.942
C  -3.137  -0.705  5.104
C  -1.879  -0.114  5.075
C  -1.164  -0.043  3.890
C  -1.666  0.027  0.210
C  -2.882  0.693  0.251
C  -3.400  1.251  -0.904
C  -2.693  1.146  -2.091
C  -1.496  0.463  -2.068
N  -1.021  -0.105  -0.957
H  3.784  -2.567  2.814
H  2.508  -2.177  3.921
H  -3.365  -1.611  1.851
H  -4.647  -1.711  3.958
H  -3.694  -0.755  6.032
H  -1.454  0.300  5.982
H  -0.193  0.432  3.868
H  -3.389  0.810  1.198
H  -4.335  1.798  -0.874
H  -3.046  1.602  -3.005
H  -0.892  0.356  -2.960
O  1.818  0.481  -3.070
N  1.421  -0.776  -2.665
C  1.129  -1.490  -3.669
C  0.633  -2.876  -3.679
C  0.707  -3.492  -4.931
C  0.262  -4.784  -5.132
C  -0.292  -5.490  -4.074
C  -0.381  -4.891  -2.831
C  0.086  -3.594  -2.610
P  -0.139  -2.963  -0.915
C  -1.927  -3.244  -0.647
C  -2.424  -4.161  0.279
C  -3.795  -4.290  0.470
C  -4.682  -3.514  -0.257
C  -4.199  -2.632  -1.215
C  -2.834  -2.501  -1.409
C  0.707  -4.175  0.136
C  1.702  -5.006  -0.372
C  2.376  -5.878  0.469
C  2.070  -5.920  1.821
C  1.101  -5.072  2.340
C  0.429  -4.193  1.504
H  2.380  0.782  -2.279
H  1.291  -1.026  -4.636
H  1.130  -2.936  -5.760
H  0.335  -5.236  -6.113
H  -0.655  -6.500  -4.217
H  -0.817  -5.441  -2.005
H  -1.754  -4.792  0.842
H  -4.165  -5.004  1.196
H  -5.748  -3.603  -0.090
H  -4.885  -2.045  -1.813
H  -2.475  -1.834  -2.173
H  1.957  -4.972  -1.423
H  3.148  -6.522  0.066
H  2.591  -6.610  2.474
H  0.871  -5.087  3.398
H  -0.301  -3.510  1.924
C  3.215  6.692  1.820
C  3.295  6.409  0.322
C  2.741  7.537  -0.535
C  1.257  7.742  -0.256
C  0.507  6.432  -0.329
C  -0.854  6.414  -0.538
C  -1.537  5.205  -0.619
F  -2.867  5.232  -0.834
C  -0.900  4.007  -0.502
C  0.482  3.993  -0.293
C  1.176  2.708  -0.177
O  0.527  1.639  -0.118
C  2.589  2.778  -0.092
C  3.202  3.986  0.037
N  2.561  5.165  0.009
C  1.187  5.200  -0.200
C  3.414  1.527  -0.110
O  4.473  1.498  0.486
O  2.913  0.564  -0.832
H  3.689  7.647  2.054
H  3.725  5.907  2.380
H  2.177  6.725  2.157
H  4.334  6.233  0.049
H  2.884  7.284  -1.588
H  3.302  8.449  -0.336
H  0.830  8.441  -0.975
H  1.120  8.187  0.733
H  -1.402  7.343  -0.648
H  -1.439  3.073  -0.568
H  4.276  4.019  0.188

A molecular structure, C4BNO11Tl, computed with ωB97M-V with the def2-TZVPD basis set.

Summary:
relative energy (zero: lowest compared OMol25 entry of this formula, charge and spin)	31.1	kJ/mol
HOMO	-13.4	eV
F_max	2.517	eV/A
spin multiplicity	1
total charge	+1
Kohn-Sham gap	2.1724	eV
E	-1231.7328	hartree

Cartesian coordinates (Å):
Tl  2.771  -3.531  -0.708
N  3.093  -0.965  -3.097
O  3.594  -2.107  -3.176
O  2.475  -0.779  -2.012
O  3.167  -0.112  -3.939
O  -4.543  0.682  0.593
C  -3.366  0.793  0.584
O  -2.483  0.016  1.144
B  -1.148  0.603  0.970
O  -1.359  1.755  0.045
C  -2.629  1.973  -0.173
O  -3.112  2.848  -0.803
O  -0.437  1.058  2.188
C  0.557  0.246  2.429
O  1.366  0.306  3.300
C  0.732  -0.748  1.198
O  -0.239  -0.443  0.402
O  1.559  -1.596  1.055

2 unconnected molecules or ions with the total composition C2H4ClN, computed with ωB97M-V with the def2-TZVPD basis set.

Summary:
relative energy (zero: lowest compared OMol25 entry of this formula, charge and spin)	450.8	kJ/mol
HOMO	-9.1	eV
F_max	3.453	eV/A
spin multiplicity	1
Kohn-Sham gap	8.5011	eV
E	-593.3695	hartree

Cartesian coordinates (Å):
C  1.493  -0.587  0.173
C  -2.154  1.236  -0.188
N  0.385  -0.512  -0.396
Cl  -2.784  -0.247  0.201
H  1.747  -1.502  0.745
H  2.422  0.077  -0.181
H  -1.460  1.324  0.686
H  0.349  0.212  -1.040

3 unconnected molecules or ions with the total composition C21H45BrIN2O3PSSi, computed with ωB97M-V with the def2-TZVPD basis set.

Summary:
HOMO (alpha / beta)	-7.9 / -8.3	eV
F_max	0.844	eV/A
spin multiplicity	3
Kohn-Sham gap (alpha / beta)	8.3812 / 8.7214	eV
E	-5063.1405	hartree
expectation value of S²	2.008

Cartesian coordinates (Å):
C  -2.443  -0.273  3.452
C  -1.365  -1.249  3.042
Br  -1.902  -3.078  3.532
C  -1.069  -1.182  1.543
Si  0.578  -1.821  0.957
O  1.116  -1.110  -0.419
I  0.573  -4.202  0.520
P  2.182  -1.380  2.510
S  2.012  0.473  3.137
H  -2.606  -0.289  4.530
H  -3.385  -0.488  2.952
H  -2.139  0.738  3.167
H  -0.462  -1.096  3.631
H  -1.115  -0.134  1.225
H  -1.841  -1.716  0.978
H  1.645  -0.314  -0.282
H  3.367  -1.710  1.826
H  2.153  -2.410  3.473
C  6.424  1.563  -1.651
C  5.755  0.913  -0.429
C  6.764  0.126  0.427
C  7.227  -1.179  -0.206
C  6.042  -2.063  -0.572
C  5.041  -1.367  -1.505
N  4.676  -0.055  -0.839
O  3.647  -0.080  -0.088
C  5.620  -1.163  -2.901
C  3.758  -2.177  -1.612
C  5.100  2.003  0.414
H  5.782  1.524  -2.529
H  6.618  2.612  -1.429
H  7.377  1.098  -1.901
H  6.295  -0.086  1.393
H  7.616  0.784  0.620
H  7.852  -0.988  -1.083
H  7.861  -1.708  0.508
H  6.371  -2.990  -1.050
H  5.506  -2.341  0.342
H  4.931  -0.593  -3.525
H  5.741  -2.151  -3.349
H  6.587  -0.673  -2.910
H  3.366  -2.403  -0.626
H  3.940  -3.114  -2.141
H  2.990  -1.622  -2.150
H  4.328  2.518  -0.158
H  5.871  2.726  0.689
H  4.643  1.602  1.314
C  -5.194  -0.899  -1.301
C  -5.652  -0.198  -0.012
C  -7.103  0.306  -0.109
C  -7.276  1.526  -1.005
C  -6.341  2.654  -0.585
C  -4.865  2.225  -0.569
N  -4.792  0.999  0.308
O  -4.620  1.238  1.548
C  -4.345  1.969  -1.980
C  -4.000  3.305  0.070
C  -5.525  -1.184  1.145
H  -4.156  -0.674  -1.534
H  -5.276  -1.977  -1.164
H  -5.806  -0.631  -2.162
H  -7.444  0.549  0.901
H  -7.721  -0.524  -0.467
H  -7.117  1.265  -2.055
H  -8.309  1.872  -0.931
H  -6.443  3.517  -1.249
H  -6.602  2.983  0.425
H  -3.324  1.585  -1.951
H  -4.330  2.927  -2.503
H  -4.957  1.286  -2.559
H  -4.363  3.574  1.057
H  -4.015  4.185  -0.575
H  -2.969  2.962  0.168
H  -4.489  -1.502  1.266
H  -6.128  -2.063  0.911
H  -5.864  -0.752  2.083

2 unconnected molecules or ions with the total composition CH3N2S, computed with ωB97M-V with the def2-TZVPD basis set.

Summary:
relative energy (zero: lowest compared OMol25 entry of this formula, charge and spin)	116.2	kJ/mol
HOMO (alpha / beta)	-13.1 / -17.4	eV
F_max	1.384	eV/A
spin multiplicity	3
total charge	+1
Kohn-Sham gap (alpha / beta)	7.6025 / 9.1706	eV
E	-547.1188	hartree
expectation value of S²	2.014

Cartesian coordinates (Å):
C  0.938  -0.130  0.174
N  1.452  1.072  0.333
N  -0.146  -0.814  0.266
S  2.607  -0.181  -0.133
H  0.903  2.291  -0.763
H  -1.032  -0.368  0.494
H  -0.144  -1.825  0.168

C5H15N2O in the gas phase, computed with ωB97M-V with the def2-TZVPD basis set.

Summary:
relative energy (zero: lowest compared OMol25 entry of this formula, charge and spin)	195.1	kJ/mol
HOMO (alpha / beta)	-2.8 / -9.6	eV
F_max	3.073	eV/A
spin multiplicity	2
Kohn-Sham gap (alpha / beta)	3.7271 / 10.2584	eV
E	-384.1038	hartree
expectation value of S²	0.751

Cartesian coordinates (Å):
C  2.215  -0.778  1.000
O  2.654  -1.743  0.061
C  1.031  -0.054  0.402
C  -0.345  -0.539  0.873
C  -1.448  0.511  0.785
C  -2.305  0.531  -0.513
N  -1.818  1.472  -1.495
N  1.119  -0.047  -1.151
H  3.019  -0.093  1.260
H  1.861  -1.271  1.906
H  3.401  -2.305  0.291
H  1.058  0.994  0.681
H  -0.220  -0.681  1.943
H  -0.633  -1.557  0.596
H  -2.180  0.198  1.526
H  -1.078  1.496  1.006
H  -3.314  0.678  -0.131
H  -2.305  -0.470  -0.928
H  -1.990  1.187  -2.448
H  -2.212  2.402  -1.400
H  0.189  -0.077  -1.521
H  1.496  0.917  -1.376
H  1.801  -0.770  -1.367